{
  "formula": "C12H26F8N6O18S8",
  "method": "wB97M-V/def2-TZVPD",
  "lumo_energy_ev": -2.078,
  "spin_multiplicity": 1,
  "charge": -2,
  "relative_energy_kcal_mol": 86.83,
  "elements": ["C", "C", "O", "N", "H", "H", "C", "H", "H", "H", "H", "H", "H", "C", "C", "C", "C", "C", "C", "N", "O", "C", "C", "C", "H", "H", "H", "H", "H", "H", "H", "H", "H", "H", "H", "H", "H", "H", "H", "H", "H", "H", "N", "S", "O", "O", "F", "S", "O", "O", "F", "N", "S", "O", "O", "F", "S", "O", "O", "F", "N", "S", "O", "O", "F", "S", "O", "O", "F", "N", "S", "O", "O", "F", "S", "O", "O", "F"],
  "positions_angstrom": [[-6.098, 19.456, 20.532], [-5.871, 20.896, 20.424], [-4.747, 21.384, 20.249], [-7.098, 21.717, 20.635], [-7.803, 21.539, 19.934], [-7.534, 21.523, 21.526], [-6.673, 23.239, 20.765], [-5.304, 18.878, 20.059], [-7.070, 19.082, 20.212], [-5.874, 19.045, 21.516], [-6.308, 23.502, 19.772], [-5.930, 23.427, 21.541], [-7.604, 23.754, 20.999], [-1.690, 18.043, 19.504], [-1.653, 19.337, 18.658], [-1.392, 20.503, 19.669], [0.042, 20.520, 20.123], [0.976, 20.546, 18.871], [0.920, 19.305, 17.927], [-0.551, 19.078, 17.603], [-0.846, 18.098, 16.677], [1.607, 17.918, 18.498], [1.809, 19.790, 16.744], [-2.901, 19.665, 17.964], [-0.757, 17.499, 19.652], [-2.222, 17.274, 18.944], [-2.051, 18.130, 20.529], [-2.081, 20.497, 20.514], [-1.599, 21.445, 19.161], [0.354, 19.691, 20.757], [0.240, 21.444, 20.665], [1.990, 20.841, 19.140], [0.480, 21.359, 18.340], [2.695, 17.987, 18.513], [1.306, 16.983, 18.025], [1.375, 17.862, 19.561], [2.815, 19.868, 17.155], [1.558, 20.828, 16.525], [1.627, 19.217, 15.835], [-3.842, 19.884, 18.468], [-3.276, 18.778, 17.455], [-2.870, 20.503, 17.267], [-4.221, 15.056, 17.278], [-5.043, 14.814, 18.826], [-5.958, 13.689, 18.920], [-5.217, 15.910, 19.778], [-3.916, 13.959, 19.616], [-5.222, 16.040, 16.822], [-5.305, 17.374, 17.370], [-6.542, 15.497, 16.482], [-4.552, 16.266, 15.380], [-8.221, 21.422, 23.062], [-7.936, 22.157, 24.553], [-7.289, 21.413, 25.609], [-8.903, 23.120, 25.140], [-6.705, 23.120, 24.123], [-8.579, 20.031, 23.545], [-9.739, 19.961, 24.396], [-7.353, 19.315, 23.781], [-9.144, 19.525, 22.101], [-1.845, 24.298, 23.642], [-2.133, 24.499, 21.922], [-1.582, 25.608, 21.160], [-3.363, 23.816, 21.427], [-1.068, 23.418, 21.497], [-2.165, 25.704, 23.977], [-3.474, 26.184, 23.721], [-1.147, 26.695, 23.843], [-2.163, 25.535, 25.518], [-9.098, 21.673, 18.919], [-9.871, 20.425, 18.132], [-9.463, 20.196, 16.779], [-11.181, 19.980, 18.578], [-8.974, 19.224, 18.820], [-10.142, 22.638, 18.432], [-11.465, 22.619, 18.974], [-9.929, 23.419, 17.228], [-9.493, 23.763, 19.398]],
  "lowdin_charge": [0.0242, -0.3451, 0.0923, 0.1012, 0.0600, 0.0503, 0.0507, 0.0778, 0.0876, 0.1057, 0.0991, 0.0770, 0.0851, 0.0339, -0.4106, -0.1271, -0.1670, -0.1240, -0.3742, 0.1454, 0.1655, 0.0229, -0.0268, -0.0334, 0.0725, 0.0987, 0.1198, 0.1381, 0.1306, 0.1111, 0.1096, 0.1322, 0.1219, 0.0815, 0.0880, 0.0646, 0.0924, 0.0843, 0.0904, 0.0920, 0.0722, 0.1127, -0.2565, 0.6196, -0.2927, -0.2950, -0.2461, 0.3448, -0.3141, -0.3030, -0.2158, -0.3124, 0.6262, -0.2894, -0.3051, -0.2009, 0.4556, -0.2657, -0.2818, -0.1970, -0.2434, 0.6197, -0.2890, -0.3222, -0.2270, 0.2731, -0.2820, -0.3066, -0.1795, -0.2699, 0.5693, -0.2535, -0.2575, -0.2306, 0.4122, -0.2491, -0.2745, -0.2432]
}



{
  "formula": "C12H26FeNO2P2",
  "method": "wB97M-V/def2-TZVPD",
  "lumo_energy_ev": [-7.327, -8.983],
  "spin_multiplicity": 6,
  "charge": 2,
  "relative_energy_kcal_mol": 28.67,
  "elements": ["Fe", "P", "C", "C", "N", "C", "C", "C", "C", "C", "P", "H", "H", "H", "H", "H", "H", "H", "H", "O", "H", "H", "O", "H", "C", "H", "H", "H", "C", "H", "H", "H", "C", "H", "H", "H", "C", "H", "H", "H", "C", "H", "H", "H"],
  "positions_angstrom": [[-0.258, 0.184, 0.781], [1.894, -0.591, 1.153], [2.092, -0.818, -0.573], [0.993, -1.350, -1.279], [-0.269, -1.048, -0.768], [-1.428, -1.416, -1.336], [-1.397, -2.331, -2.385], [-0.159, -2.745, -2.904], [1.037, -2.164, -2.445], [-2.707, -0.875, -0.726], [-2.302, 0.631, 0.267], [2.007, -2.471, -2.884], [-2.332, -2.736, -2.756], [-0.139, -3.424, -3.773], [-3.415, -0.636, -1.537], [-3.120, -1.627, -0.030], [2.666, 1.121, -1.294], [3.096, -1.045, -0.942], [1.249, 2.751, -0.646], [2.812, 1.997, -1.583], [2.480, 1.994, -2.542], [0.112, 1.613, 0.378], [0.447, 3.072, -0.222], [0.888, 3.632, 0.518], [-2.515, 1.934, -0.989], [-3.515, 1.937, -1.433], [-2.318, 2.924, -0.569], [-1.790, 1.797, -1.794], [-3.744, 0.830, 1.347], [-3.512, 1.575, 2.117], [-4.659, 1.141, 0.818], [-3.952, -0.115, 1.859], [2.025, -2.323, 1.828], [2.997, -2.696, 1.445], [1.956, -2.281, 2.934], [1.175, -2.866, 1.367], [3.371, 0.321, 1.797], [3.203, 0.623, 2.846], [4.225, -0.376, 1.718], [3.529, 1.197, 1.147], [-0.152, 1.076, 2.457], [-1.042, 1.712, 2.648], [0.740, 1.660, 2.816], [-0.269, 0.214, 3.169]],
  "mulliken_spin": [3.7781, 0.0756, 0.5763, -0.0682, 0.0588, 0.0254, 0.1424, -0.0348, 0.1754, 0.0555, 0.0218, 0.0013, 0.0028, 0.0021, 0.0063, -0.0018, 0.0066, -0.0139, -0.0286, 0.0236, -0.0034, 0.0639, 0.0663, -0.0060, 0.0221, -0.0001, -0.0002, -0.0045, 0.0458, -0.0019, 0.0126, -0.0053, 0.0978, 0.0093, 0.0056, -0.0078, 0.0230, 0.0015, -0.0004, -0.0046, -0.2197, 0.0311, 0.0241, 0.0462]
}



{
  "formula": "C12H26N2O",
  "method": "wB97M-V/def2-TZVPD",
  "lumo_energy_ev": 0.240,
  "spin_multiplicity": 1,
  "smiles": "CCCCCCCCCCCN(C)N=O",
  "charge": 0,
  "relative_energy_kcal_mol": 77.35,
  "elements": ["C", "C", "C", "C", "C", "C", "C", "C", "C", "C", "C", "N", "C", "N", "O", "H", "H", "H", "H", "H", "H", "H", "H", "H", "H", "H", "H", "H", "H", "H", "H", "H", "H", "H", "H", "H", "H", "H", "H", "H", "H"],
  "positions_angstrom": [[-2.379, -1.595, -0.336], [-1.322, -1.747, 0.891], [0.079, -2.266, 0.213], [0.942, -2.557, 1.388], [1.525, -1.509, 2.260], [2.617, -0.440, 1.867], [2.308, 0.488, 0.627], [1.464, 1.638, 1.037], [-0.010, 1.325, 0.895], [-0.731, 1.976, -0.357], [-0.162, 1.437, -1.631], [-0.881, 1.798, -2.806], [-2.141, 1.237, -3.108], [-0.637, 3.094, -3.267], [0.606, 3.340, -2.932], [-2.283, -0.447, -0.634], [-2.346, -2.382, -1.125], [-3.430, -1.764, 0.091], [-1.161, -1.134, 1.730], [-1.704, -2.705, 1.529], [-0.126, -3.220, -0.407], [0.643, -1.466, -0.429], [0.356, -3.089, 2.198], [1.812, -3.251, 1.114], [1.907, -2.052, 3.079], [0.605, -1.073, 2.655], [3.544, -1.018, 1.661], [2.775, 0.186, 2.680], [3.229, 0.770, 0.292], [1.708, -0.156, -0.030], [1.909, 2.150, 1.911], [1.624, 2.429, 0.290], [-0.713, 1.495, 1.874], [-0.307, 0.353, 0.747], [-0.760, 3.049, -0.635], [-1.837, 1.996, -0.311], [0.148, 0.210, -1.664], [0.940, 1.716, -1.735], [-2.874, 1.177, -2.223], [-1.963, 0.252, -3.488], [-2.973, 1.754, -3.914]],
  "lowdin_charge": [-0.1023, -0.2238, -0.2105, -0.3002, -0.2217, -0.1323, -0.1942, -0.2111, -0.1714, -0.1894, -0.2545, -0.2266, -0.1100, 0.0644, -0.1373, 0.0682, 0.0679, 0.0695, 0.0452, 0.1362, 0.1303, 0.0952, 0.1218, 0.1329, 0.0905, 0.0965, 0.1145, 0.0710, 0.0801, 0.0733, 0.1265, 0.1090, 0.1647, 0.0076, 0.1160, 0.1039, 0.1755, 0.1230, 0.0817, 0.0615, 0.1584]
}



{
  "formula": "C12H26N6O3",
  "method": "wB97M-V/def2-TZVPD",
  "lumo_energy_ev": 0.508,
  "spin_multiplicity": 1,
  "smiles": "[H]/N=C(/N)NCCC[C@H](NC(=O)[C@@H](N)CCCCN)C(=O)O",
  "charge": 0,
  "relative_energy_kcal_mol": 129.28,
  "elements": ["H", "N", "C", "N", "N", "C", "C", "C", "C", "N", "C", "O", "C", "N", "C", "C", "C", "C", "N", "C", "O", "O", "H", "H", "H", "H", "H", "H", "H", "H", "H", "H", "H", "H", "H", "H", "H", "H", "H", "H", "H", "H", "H", "H", "H", "H", "H"],
  "positions_angstrom": [[2.360, 2.113, -1.565], [1.667, 2.294, -2.293], [0.882, 3.269, -2.039], [0.193, 3.785, -3.033], [0.561, 3.838, -0.845], [0.892, 3.153, 0.406], [0.219, 1.686, 0.623], [0.650, 1.254, 2.136], [0.103, -0.154, 2.682], [0.292, -1.344, 1.835], [-0.750, -1.594, 0.957], [-1.308, -0.515, 0.578], [-0.782, -2.956, 0.326], [-1.740, -3.645, 1.115], [-1.240, -2.903, -1.227], [-0.180, -2.557, -2.340], [0.757, -1.383, -1.966], [1.802, -0.746, -2.909], [2.762, -1.617, -3.413], [-1.288, 0.138, 3.242], [-1.890, 1.194, 3.055], [-1.907, -0.918, 3.928], [-0.099, 4.678, -2.598], [0.567, 3.941, -3.981], [-0.160, 4.585, -0.963], [0.675, 3.877, 1.305], [1.870, 3.085, 0.566], [-0.876, 1.775, 0.492], [0.496, 0.789, -0.010], [0.585, 1.755, 3.139], [1.644, 1.122, 2.072], [0.592, -0.321, 3.564], [0.596, -2.198, 2.297], [0.283, -3.358, 0.380], [-2.144, -4.499, 0.733], [-2.622, -3.188, 1.416], [-2.107, -2.084, -1.211], [-1.829, -3.914, -1.508], [0.492, -3.405, -2.580], [-0.582, -2.378, -3.275], [-0.019, -0.558, -1.872], [1.136, -1.390, -0.959], [2.202, -0.069, -2.196], [1.109, -0.234, -3.608], [3.004, -2.200, -2.666], [3.681, -1.152, -3.703], [-2.549, -1.285, 3.323]],
  "lowdin_charge": [0.0421, 0.1155, -0.6628, 0.1147, 0.0212, -0.1627, -0.0939, -0.1000, -0.2110, 0.1322, -0.4084, 0.0181, -0.3426, 0.0293, -0.1219, -0.1968, -0.2126, -0.3507, -0.0061, -0.4099, 0.1191, 0.0664, 0.0940, 0.1234, 0.1435, 0.1553, 0.0431, 0.0983, 0.0926, 0.1320, 0.0530, 0.1163, 0.1439, 0.1619, 0.0795, 0.1015, 0.1396, 0.1359, 0.1056, 0.0772, 0.1200, 0.0835, 0.0598, 0.1167, 0.0393, 0.1107, 0.0940]
}



{
  "formula": "C12H26N6O6SYb",
  "method": "wB97M-V/def2-TZVPD",
  "lumo_energy_ev": [-4.809, -4.806],
  "spin_multiplicity": 2,
  "charge": 1,
  "elements": ["O", "H", "Yb", "N", "N", "N", "N", "O", "O", "O", "O", "C", "C", "C", "C", "C", "H", "H", "H", "C", "H", "H", "H", "C", "C", "H", "H", "H", "H", "H", "H", "H", "H", "C", "H", "H", "H", "O", "H", "H", "S", "C", "N", "C", "C", "N", "H", "H", "H", "H", "H", "H"],
  "positions_angstrom": [[4.962, 2.785, -0.413], [5.701, 2.959, 0.195], [0.745, 0.024, -0.102], [-0.042, -1.272, -1.763], [1.141, 1.333, -1.833], [-0.162, -1.273, 1.479], [1.277, 1.144, 1.657], [-0.582, -2.451, -1.571], [-0.954, -2.463, 1.285], [1.911, 2.421, 1.531], [1.343, 2.549, -1.463], [0.592, 0.796, -2.911], [-0.016, -0.560, -2.912], [-0.078, -0.665, 2.639], [0.642, 0.701, 2.707], [-0.592, -1.241, -4.078], [-1.625, -1.496, -3.828], [-0.021, -2.165, -4.205], [-0.521, -0.593, -4.939], [0.746, 1.708, -4.055], [1.804, 1.987, -4.083], [0.154, 2.598, -3.830], [0.432, 1.200, -4.950], [-0.647, -1.254, 3.876], [0.731, 1.471, 3.970], [-0.747, -2.328, 3.696], [-1.626, -0.801, 4.049], [0.042, -1.041, 4.692], [0.909, 2.515, 3.697], [1.590, 1.073, 4.514], [-0.199, 1.329, 4.510], [-0.842, -2.604, 0.293], [2.246, 2.411, 0.591], [4.733, 1.375, -0.371], [4.078, 1.120, -1.219], [4.212, 1.106, 0.567], [5.698, 0.826, -0.452], [2.258, -1.852, -0.081], [1.647, -1.899, 0.704], [1.651, -1.962, -0.863], [-1.501, 1.599, -0.116], [-2.598, 0.317, 0.106], [-3.219, -0.038, 1.251], [-4.246, -1.037, 1.110], [-4.076, -1.462, -0.341], [-3.083, -0.540, -0.818], [-3.082, 0.495, 2.082], [-5.237, -0.608, 1.295], [-4.073, -1.858, 1.808], [-5.001, -1.371, -0.914], [-3.705, -2.486, -0.430], [-2.773, -0.523, -1.765]],
  "mulliken_spin": [0.0000, 0.0000, 0.9936, -0.0086, 0.0168, -0.0010, -0.0029, -0.0057, 0.0005, -0.0002, 0.0133, -0.0042, 0.0018, -0.0002, -0.0019, -0.0006, 0.0003, 0.0005, 0.0001, 0.0008, -0.0006, -0.0007, 0.0001, 0.0000, -0.0001, 0.0000, 0.0000, 0.0000, 0.0000, -0.0001, 0.0000, 0.0000, -0.0001, 0.0000, 0.0002, -0.0001, 0.0000, 0.0002, -0.0006, 0.0004, -0.0004, -0.0004, -0.0002, 0.0000, 0.0000, -0.0003, 0.0000, 0.0000, 0.0000, 0.0000, 0.0000, 0.0001]
}



> Which of these has the lowest charge?

C12H26F8N6O18S8